Density functional theory data (the ωB97M-V functional and the def2-TZVPD basis) for a molecular structure, C36H44CrN5O3.

The calculation puts the energy relative to the best compared isomer or geometry (same formula, charge and spin) at 1.0 kcal per mole. The total charge is -1. The expectation value of S² is 6.018. Its spin multiplicity is 5. The value obtained for the total energy is -2942.285714 Eh. The calculation puts the frontier orbital gap (alpha / beta) at 5.84 / 5.66 eV.

Cartesian coordinates (Å):
Cr  0.131  -0.265  -0.093
C  -6.065  -1.595  -0.921
C  -4.891  -2.484  -1.337
C  -3.652  -2.206  -0.546
C  -3.261  -2.779  0.625
C  -3.936  -3.876  1.387
C  -3.233  -5.226  1.220
C  -2.000  -2.165  0.982
N  -1.658  -1.231  0.055
C  -2.640  -1.226  -0.884
C  -2.700  -0.374  -1.982
C  -1.760  0.576  -2.346
C  -1.867  1.463  -3.489
C  -3.039  1.548  -4.413
C  -4.098  2.539  -3.923
C  -0.721  2.194  -3.518
C  0.082  1.746  -2.397
C  1.369  2.184  -2.119
C  2.172  1.773  -1.065
N  1.797  0.910  -0.084
C  2.848  0.804  0.772
C  2.848  0.054  1.939
C  1.816  -0.756  2.402
N  0.674  -1.034  1.718
C  -0.057  -1.880  2.496
C  -1.275  -2.439  2.135
C  0.652  -2.155  3.728
C  1.820  -1.457  3.668
C  2.899  -1.353  4.698
C  2.847  -0.037  5.477
C  0.127  -3.001  4.843
C  -0.966  -2.296  5.650
C  3.944  1.640  0.319
C  3.527  2.233  -0.830
C  4.275  3.195  -1.697
C  3.959  4.655  -1.362
C  5.284  1.737  0.977
C  6.161  0.517  0.685
N  -0.577  0.780  -1.709
C  -0.324  3.262  -4.485
C  -0.382  4.666  -3.876
H  -6.961  -1.820  -1.502
H  -5.817  -0.543  -1.064
H  -6.296  -1.736  0.136
H  -4.684  -2.343  -2.400
H  -5.169  -3.534  -1.219
H  -4.971  -3.965  1.048
H  -3.982  -3.617  2.450
H  -3.225  -5.522  0.170
H  -3.734  -6.006  1.795
H  -2.196  -5.166  1.547
H  -3.566  -0.475  -2.623
H  -3.491  0.560  -4.524
H  -2.698  1.839  -5.409
H  -4.472  2.243  -2.943
H  -4.943  2.594  -4.613
H  -3.670  3.538  -3.825
H  1.799  2.897  -2.810
H  3.734  0.114  2.558
H  -1.706  -3.155  2.824
H  3.878  -1.455  4.219
H  2.813  -2.187  5.398
H  2.954  0.815  4.806
H  3.639  0.011  6.226
H  1.887  0.065  5.985
H  0.947  -3.270  5.512
H  -0.264  -3.942  4.444
H  -0.580  -1.371  6.081
H  -1.329  -2.928  6.461
H  -1.809  -2.032  5.012
H  4.036  2.999  -2.745
H  5.348  3.020  -1.591
H  2.890  4.847  -1.455
H  4.490  5.339  -2.026
H  4.245  4.882  -0.333
H  5.159  1.847  2.059
H  5.792  2.642  0.635
H  5.689  -0.394  1.054
H  7.143  0.613  1.154
H  6.300  0.398  -0.389
H  -0.985  3.222  -5.355
H  0.686  3.065  -4.855
H  -1.401  4.906  -3.567
H  -0.054  5.421  -4.592
H  0.251  4.732  -2.991
O  2.002  -0.865  -3.392
N  1.047  -1.443  -2.877
O  0.056  -1.757  -3.533
O  1.085  -1.720  -1.644

Löwdin atomic charge list, values in e, 2 entries:
1 Cr 0.828
2 C -0.094

Density functional theory data (the ωB97M-V functional and the def2-TZVPD basis) for a molecular structure, C36H44IN3NiO4P2.

The calculation puts the energy relative to the best compared isomer or geometry (same formula, charge and spin) at 0.0 kcal per mole. The total charge is +2. The expectation value of S² is 2.007. Its spin multiplicity is 3. The value obtained for the total energy is -4351.785659 Eh. The calculation puts the frontier orbital gap (alpha / beta) at 8.32 / 8.60 eV.

Cartesian coordinates (Å):
Ni  -0.511  0.220  0.511
C  -5.033  2.009  -2.099
N  -4.275  1.300  -1.080
C  -5.083  0.544  -0.130
C  -2.952  1.230  -1.034
O  -2.369  0.557  -0.167
C  -2.149  1.973  -2.098
O  -0.775  1.669  -1.985
C  0.090  2.769  -1.857
C  0.619  2.889  -0.432
O  0.483  1.944  0.371
N  1.249  4.003  -0.091
C  1.754  4.179  1.269
C  1.507  5.090  -1.031
H  -5.772  2.646  -1.614
H  -5.552  1.293  -2.740
H  -4.398  2.636  -2.716
H  -5.765  1.219  0.387
H  -4.434  0.058  0.590
H  -5.668  -0.205  -0.666
H  -2.330  3.047  -1.999
H  -2.499  1.659  -3.085
H  -0.391  3.700  -2.165
H  0.944  2.614  -2.524
H  1.232  3.504  1.941
H  1.574  5.207  1.579
H  2.826  3.980  1.309
H  1.684  4.715  -2.036
H  2.408  5.608  -0.712
H  0.683  5.806  -1.044
C  0.671  -2.872  0.920
C  -0.491  -2.853  -0.087
P  -0.316  -1.423  -1.224
C  -1.664  -1.501  -2.416
C  -1.447  -1.011  -3.703
C  -2.496  -0.942  -4.608
C  -3.765  -1.364  -4.235
C  -3.982  -1.866  -2.958
C  -2.938  -1.932  -2.048
C  1.213  -1.675  -2.139
C  1.544  -2.918  -2.677
C  2.748  -3.088  -3.340
C  3.624  -2.019  -3.474
C  3.299  -0.777  -2.947
C  2.096  -0.607  -2.278
P  1.198  -1.182  1.460
C  1.318  -1.207  3.270
C  1.282  0.033  3.909
C  1.433  0.120  5.285
C  1.599  -1.035  6.038
C  1.635  -2.272  5.409
C  1.505  -2.358  4.031
C  2.903  -0.934  0.895
C  3.335  0.385  0.769
C  4.628  0.665  0.361
C  5.500  -0.372  0.061
C  5.078  -1.688  0.188
C  3.788  -1.971  0.610
H  1.523  -3.396  0.485
H  0.369  -3.439  1.800
H  -1.433  -2.702  0.443
H  -0.555  -3.809  -0.609
H  -0.457  -0.693  -4.005
H  -2.318  -0.575  -5.611
H  -4.580  -1.323  -4.947
H  -4.963  -2.228  -2.676
H  -3.125  -2.324  -1.056
H  0.859  -3.753  -2.587
H  3.003  -4.053  -3.757
H  4.563  -2.155  -3.994
H  3.985  0.053  -3.049
H  1.846  0.353  -1.840
H  1.145  0.935  3.319
H  1.426  1.088  5.771
H  1.713  -0.971  7.112
H  1.787  -3.170  5.993
H  1.579  -3.328  3.556
H  2.648  1.194  0.987
H  4.959  1.693  0.274
H  6.509  -0.157  -0.263
H  5.758  -2.499  -0.035
H  3.491  -3.007  0.714
N  -2.462  -1.484  4.072
C  -2.091  -0.452  3.303
O  -1.710  -0.617  2.146
C  -2.166  0.890  4.003
I  -2.308  2.573  2.722
H  -2.356  -2.421  3.718
H  -2.762  -1.361  5.023
H  -1.256  1.013  4.585
H  -3.017  0.926  4.678

Löwdin atomic charge list, values in e, 2 entries:
1 Ni 0.429
2 C -0.005

Density functional theory data (the ωB97M-V functional and the def2-TZVPD basis) for a molecular structure, C36H44IN6O5Sn.

The calculation puts the energy relative to the best compared isomer or geometry (same formula, charge and spin) at 39.2 kcal per mole. The total charge is +1. Its spin multiplicity is 1. The value obtained for the total energy is -2614.608986 Eh. The calculation puts the frontier orbital gap at 4.83 eV.

Cartesian coordinates (Å):
Sn  -1.295  0.354  -0.925
C  -2.578  4.920  4.643
C  -2.272  3.713  3.772
C  -1.542  2.660  4.275
C  -1.052  1.652  3.432
C  -0.148  0.771  4.023
N  0.519  -0.166  3.364
C  1.482  -1.010  4.024
C  1.912  -2.177  3.118
C  0.874  -3.238  2.782
N  1.522  -4.217  1.918
C  0.994  -4.692  0.815
C  -0.429  -4.668  0.452
C  -1.397  -5.592  0.763
C  -2.739  -5.260  0.967
C  -3.710  -6.080  1.793
C  -3.234  -4.029  0.498
C  -2.482  -3.134  -0.250
C  -3.183  -2.221  -1.089
N  -2.903  -0.993  -1.489
C  -3.797  -0.396  -2.479
C  -4.599  0.934  -2.200
C  -3.757  2.137  -1.810
N  -2.985  1.785  -0.631
C  -3.183  2.500  0.441
C  -2.397  2.563  1.642
C  -2.744  3.643  2.456
C  -1.377  1.633  2.019
O  -0.753  0.816  1.200
C  -0.962  -3.443  -0.290
O  -0.149  -2.627  -0.705
H  -1.739  5.019  5.339
H  -3.486  4.798  5.200
H  -2.656  5.803  4.027
H  -1.192  2.625  5.308
H  0.021  0.846  5.113
H  0.343  -0.318  2.336
H  1.082  -1.355  4.969
H  2.394  -0.375  4.207
H  2.782  -2.652  3.592
H  2.284  -1.772  2.165
H  0.048  -2.885  2.157
H  0.392  -3.732  3.638
H  2.393  -4.652  2.293
H  1.630  -4.959  -0.006
H  -1.090  -6.613  0.912
H  -3.414  -6.160  2.846
H  -3.791  -7.097  1.437
H  -4.668  -5.579  1.706
H  -4.347  -3.874  0.595
H  -4.025  -2.670  -1.679
H  -4.609  -1.097  -2.712
H  -3.192  -0.241  -3.358
H  -5.329  0.733  -1.375
H  -5.158  1.125  -3.138
H  -4.385  3.005  -1.609
H  -3.032  2.439  -2.616
H  -4.021  3.239  0.429
H  -3.414  4.395  2.070
I  3.993  2.542  -7.839
C  2.872  2.577  -5.931
C  2.902  3.710  -5.115
C  2.114  3.711  -3.964
C  1.279  2.611  -3.628
C  1.187  1.560  -4.547
C  2.058  1.488  -5.609
C  0.530  2.580  -2.316
O  0.799  3.383  -1.415
O  -0.516  1.777  -2.295
H  3.538  4.536  -5.364
H  2.169  4.533  -3.252
H  0.482  0.758  -4.390
H  2.099  0.628  -6.268
C  4.314  2.230  -1.042
N  3.525  1.375  -0.137
C  3.030  2.021  1.067
C  2.882  0.180  -0.495
O  1.744  -0.118  -0.068
N  3.559  -0.598  -1.426
C  5.017  -0.777  -1.532
C  2.815  -1.360  -2.412
H  3.622  2.991  -1.450
H  4.759  1.698  -1.869
H  5.126  2.677  -0.474
H  3.863  2.541  1.511
H  2.662  1.244  1.746
H  2.129  2.595  0.877
H  5.498  -0.325  -0.649
H  5.435  -0.413  -2.485
H  5.254  -1.834  -1.504
H  1.730  -1.164  -2.279
H  2.993  -2.444  -2.372
H  3.079  -1.046  -3.447

Löwdin atomic charge list, values in e, 2 entries:
1 Sn 1.410
2 C -0.031

Density functional theory data (the ωB97M-V functional and the def2-TZVPD basis) for a molecular structure, C36H44N2SiV.

The total charge is +1. The expectation value of S² is 2.035. Its spin multiplicity is 3. The value obtained for the total energy is -2740.897666 Eh. The calculation puts the frontier orbital gap (alpha / beta) at 4.83 / 4.63 eV.

Cartesian coordinates (Å):
C  0.953  0.039  -2.490
C  0.844  1.460  -2.555
C  1.635  2.025  -1.506
H  0.293  2.036  -3.284
C  2.306  0.947  -0.854
C  1.878  -0.272  -1.442
H  2.277  -1.251  -1.188
H  0.464  -0.680  -3.142
H  1.810  3.084  -1.347
H  3.087  1.053  -0.111
V  0.134  0.730  -0.642
C  -3.462  2.274  -0.203
H  -2.683  2.669  0.446
H  -3.959  1.459  0.333
H  -4.192  3.090  -0.416
Si  -2.740  1.744  -2.060
C  -3.758  0.753  -3.285
C  -3.120  0.341  -4.479
H  -2.102  0.661  -4.727
C  -3.707  -0.587  -5.327
H  -3.170  -0.916  -6.216
C  -4.962  -1.134  -5.013
H  -5.416  -1.869  -5.684
C  -5.583  -0.746  -3.817
H  -6.523  -1.209  -3.525
C  -5.003  0.209  -2.971
H  -5.492  0.495  -2.038
C  -2.220  3.467  -2.544
C  -2.412  3.780  -3.889
H  -3.061  3.164  -4.518
C  -1.702  4.850  -4.438
H  -1.844  5.091  -5.488
C  -0.814  5.581  -3.641
H  -0.251  6.409  -4.078
C  -0.629  5.256  -2.296
H  0.076  5.809  -1.673
C  -1.347  4.204  -1.730
H  -1.208  3.934  -0.681
H  -1.945  0.865  -0.997
H  -1.563  1.421  -3.021
C  -0.472  -6.189  0.661
C  0.142  -5.125  1.570
C  -0.513  -5.210  2.959
C  1.648  -5.402  1.712
C  -0.046  -3.719  1.019
C  -0.720  -3.438  -0.175
C  -0.761  -2.133  -0.657
N  -0.207  -1.105  0.040
C  0.410  -1.352  1.241
C  0.499  -2.650  1.749
C  0.962  -0.171  1.853
C  1.867  -0.141  2.915
C  2.481  1.059  3.276
C  1.964  2.246  2.733
C  1.035  2.198  1.711
N  0.611  0.997  1.220
C  3.727  1.122  4.160
C  4.850  1.840  3.397
C  3.383  1.906  5.428
C  4.201  -0.283  4.531
H  -0.314  -7.182  1.095
H  -0.005  -6.172  -0.328
H  -1.549  -6.034  0.548
H  -0.384  -6.214  3.381
H  -0.072  -4.483  3.649
H  -1.586  -4.999  2.879
H  2.135  -5.327  0.732
H  2.124  -4.683  2.385
H  1.811  -6.412  2.107
H  -1.223  -4.203  -0.766
H  -1.260  -1.858  -1.588
H  0.995  -2.790  2.717
H  2.151  -1.089  3.354
H  2.339  3.220  3.053
H  0.632  3.104  1.244
H  4.570  2.860  3.126
H  5.750  1.882  4.016
H  5.091  1.297  2.478
H  2.572  1.401  5.963
H  4.251  1.969  6.089
H  3.052  2.920  5.187
H  3.428  -0.811  5.096
H  4.443  -0.854  3.629
H  5.099  -0.230  5.152

Löwdin atomic charge list, values in e, 2 entries:
1 C -0.143
2 C -0.143

Density functional theory data (the ωB97M-V functional and the def2-TZVPD basis) for a molecular structure, C36H45BrCsN4OP2S4Sb.

The calculation puts the energy relative to the best compared isomer or geometry (same formula, charge and spin) at 46.6 kcal per mole. The total charge is -2. Its spin multiplicity is 1. The value obtained for the total energy is -6802.960502 Eh. The calculation puts the frontier orbital gap at 5.14 eV.

Cartesian coordinates (Å):
Cs  0.131  -1.335  -0.156
C  0.166  0.069  -6.066
C  -0.982  0.194  -5.062
C  -1.732  1.517  -5.227
P  -0.410  -0.289  -3.339
C  0.961  0.894  -2.889
C  2.308  0.351  -3.393
C  0.780  2.371  -3.231
C  -1.912  0.180  -2.377
C  -3.082  -0.457  -2.822
C  -4.326  -0.223  -2.263
C  -4.409  0.654  -1.180
C  -3.270  1.242  -0.674
C  -1.977  1.013  -1.224
N  -0.838  1.433  -0.602
C  -0.722  2.657  -0.032
C  -1.516  3.787  -0.400
C  -1.325  5.032  0.161
C  -0.336  5.243  1.126
C  0.457  4.163  1.487
C  0.302  2.895  0.933
P  1.377  1.499  1.444
C  0.851  1.414  3.235
C  -0.491  0.669  3.263
C  1.856  0.722  4.158
C  3.068  2.290  1.510
C  3.341  3.057  0.214
C  4.122  1.181  1.661
H  -0.223  0.090  -7.091
H  0.869  0.901  -5.965
H  0.723  -0.862  -5.930
H  -1.689  -0.606  -5.288
H  -1.065  2.375  -5.122
H  -2.181  1.564  -6.228
H  -2.535  1.618  -4.490
H  0.982  0.834  -1.801
H  2.391  0.369  -4.482
H  3.124  0.961  -2.991
H  2.479  -0.676  -3.060
H  0.902  2.549  -4.304
H  -0.198  2.740  -2.913
H  1.543  2.963  -2.709
H  -3.013  -1.159  -3.649
H  -5.205  -0.730  -2.643
H  -5.366  0.840  -0.700
H  -3.337  1.869  0.208
H  -2.278  3.655  -1.160
H  -1.948  5.861  -0.161
H  -0.186  6.219  1.571
H  1.238  4.317  2.228
H  0.697  2.439  3.576
H  -0.347  -0.391  3.012
H  -0.932  0.712  4.265
H  -1.208  1.099  2.556
H  2.109  -0.278  3.790
H  2.779  1.297  4.263
H  1.420  0.607  5.158
H  3.129  2.973  2.364
H  3.176  2.399  -0.650
H  2.694  3.927  0.100
H  4.386  3.388  0.184
H  4.124  0.550  0.767
H  5.124  1.613  1.768
H  3.938  0.533  2.513
S  6.024  -2.627  -3.566
Sb  4.048  -3.726  -3.622
S  2.889  -3.228  -1.400
S  4.097  -4.673  -0.529
S  4.383  -5.853  -2.219
Br  -6.300  -0.866  2.476
C  -5.003  -2.201  2.091
C  -4.596  -2.378  0.698
C  -3.132  -2.767  0.467
C  -2.407  -3.146  1.688
C  -3.447  -3.925  2.450
C  -4.442  -2.955  3.028
N  -1.165  -2.920  1.955
C  -0.531  -3.284  3.073
C  0.875  -3.111  3.220
C  1.530  -3.527  4.411
C  2.890  -3.381  4.536
C  3.630  -2.828  3.485
C  2.924  -2.452  2.354
N  1.603  -2.564  2.211
H  -5.105  -1.828  -0.075
H  -2.645  -2.392  -0.425
H  -3.059  -4.656  3.155
H  -4.670  -2.897  4.086
H  -1.059  -3.783  3.887
H  0.939  -3.962  5.210
H  3.392  -3.700  5.445
H  4.707  -2.718  3.534
H  3.454  -2.033  1.497
O  -4.131  -4.646  1.375
N  -4.201  -3.760  0.264

Löwdin atomic charge list, values in e, 2 entries:
1 Cs 0.894
2 C -0.137